No. 1
C57H63ClIInN5O3S4Te as an isolated structure, computed with ωB97M-V/def2-TZVPD.

The geometry in XYZ format:
```
136
Properties=species:S:1:pos:R:3:forces:R:3
H -0.1532 2.7124 -3.8785 0.0 0.0 0.0
H 6.0720 -2.8279 0.9397 0.0 0.0 0.0
H -1.2669 -3.0128 6.8451 0.0 0.0 0.0
C -5.0787 -0.4146 2.9762 0.0 0.0 0.0
H 4.5165 3.8747 -2.4896 0.0 0.0 0.0
H 1.7963 5.2931 -2.2135 0.1 0.0 0.0
H -1.1880 0.7178 1.1217 0.0 0.1 0.1
H 3.8262 -1.1245 4.9112 0.0 0.0 0.0
C 0.2337 -3.4257 3.9422 0.2 0.1 0.0
C -2.8818 0.7480 -3.6530 0.0 0.1 0.0
H -5.3943 0.7806 -1.9015 0.0 0.0 0.0
H 2.0049 0.6234 -4.4955 0.0 -0.1 0.0
H -5.0234 0.6635 2.8090 0.0 0.0 0.0
C 4.2209 -1.8588 1.5948 -0.1 0.1 0.0
H 2.9337 5.5614 -3.5362 0.0 0.0 0.0
C 3.9894 -0.1589 -6.5688 0.0 0.0 0.0
C -6.4228 -1.9285 -0.2416 0.0 0.0 0.0
N 1.1159 -4.3405 4.4797 -0.1 0.0 0.0
O 0.4355 0.8888 -2.2126 -0.5 -0.1 0.0
H 2.9918 -0.2404 -7.0088 0.0 0.0 0.0
C 1.9110 1.6113 0.5824 0.1 0.0 0.0
C -7.6785 -2.3699 0.1577 0.0 0.0 0.1
C 4.6736 -2.6497 -0.6350 0.0 -0.1 0.1
C 0.6276 -5.4646 5.2638 0.0 0.1 0.0
H -1.4262 3.5878 -5.8175 0.0 0.0 0.0
C -2.9913 1.8778 1.2659 0.0 -0.1 0.0
H -6.6808 0.8698 -0.7120 0.0 0.0 0.0
In 0.4389 -0.9993 -0.7222 -0.4 -0.3 -0.2
S 2.1742 -3.8417 -0.8038 0.1 0.0 -0.1
H 2.8006 -7.1194 -4.3373 0.0 0.0 0.0
H 0.6513 -6.3812 4.6619 0.0 0.0 0.0
C 1.6702 -5.4223 -5.0458 0.0 0.1 0.0
C 2.3759 -6.1517 -4.0954 0.0 0.0 0.1
H 5.0090 0.9239 -4.9936 0.0 0.0 0.0
C 1.9930 -4.3710 -2.4827 -0.1 0.1 0.0
H -9.0691 -2.4874 1.7974 0.0 0.0 0.0
C 1.2698 -3.6188 -3.4394 0.0 0.0 0.0
C 3.1100 -1.1380 1.0550 0.0 0.0 0.1
H -4.5500 0.7734 -4.9996 0.0 0.0 0.0
H -3.2736 -0.0518 -3.0390 0.0 0.0 0.0
C -3.2200 3.1995 1.6438 0.0 0.0 0.0
H -1.4593 -1.1657 4.0880 0.0 0.0 0.0
O 1.4146 0.5413 1.4145 0.0 0.0 0.0
C 1.1383 -4.1866 -4.7221 0.0 -0.1 0.0
H 3.3775 3.6284 -1.1916 0.0 0.0 0.0
C 5.0867 -2.5087 0.6283 -0.1 0.0 0.0
C 3.3144 4.7580 3.1223 -0.1 -0.1 -0.1
C -5.1150 3.3329 0.2147 0.0 0.0 0.0
H 1.2512 -5.6235 6.1483 0.0 0.0 0.0
C 2.4046 -0.2580 1.9379 0.2 0.0 0.0
C -3.0762 2.2422 -5.5321 0.0 0.0 0.0
H -0.3494 -1.6042 6.2682 0.0 0.0 0.0
Cl 5.7546 -2.7470 3.6606 0.0 0.0 0.0
C -0.4660 -2.6906 6.1735 0.0 0.0 -0.1
H -8.3302 -2.8704 -0.5501 0.0 0.0 0.0
H 1.5318 -5.8177 -6.0470 0.0 0.0 0.0
C 4.4350 -1.8142 2.9700 0.1 0.0 -0.1
H 2.1234 -5.1970 2.8195 0.0 0.0 0.0
H -3.6308 2.6094 -6.3884 0.0 0.0 0.0
H -2.1797 0.3220 2.5075 0.0 0.0 0.0
H 3.1660 -2.0642 -2.0653 0.0 0.0 0.0
C 4.1805 3.7334 2.7434 0.0 0.0 0.0
H -1.2426 1.8216 2.5194 0.0 0.0 0.0
C 3.2760 -2.2923 -1.0047 0.0 0.1 0.0
H 3.3694 6.0322 -1.8884 0.0 0.0 0.0
H -2.5468 3.6584 2.3643 0.0 0.0 0.0
H 1.6892 2.7446 -2.8013 0.0 0.0 -0.1
H -7.5474 -1.3609 3.3795 0.0 0.0 0.0
H -2.1788 -2.5639 3.2924 0.0 0.0 0.0
C 2.6487 -0.2900 3.2917 0.0 0.0 -0.2
I 1.4315 0.8141 4.5775 0.0 0.0 0.0
C -1.6428 1.2911 -3.3225 -0.1 0.1 0.1
C -3.8567 1.2721 0.3381 -0.1 0.1 0.0
H 1.0669 1.9150 -0.0364 0.0 0.0 0.0
S 0.5710 -2.0307 -3.2054 0.1 -0.1 0.0
C -4.9246 2.0131 -0.1965 0.0 0.0 0.0
H -0.3962 -5.2954 5.5787 -0.1 0.1 0.0
S 0.4225 -2.8269 2.4120 -0.2 -0.1 0.1
C -1.1261 2.3085 -4.1218 0.0 -0.1 0.0
H 5.3127 -3.0784 -1.3980 0.0 0.0 0.0
C -1.8394 2.7887 -5.2118 0.0 0.0 0.0
C -7.2335 -1.5187 2.3512 0.1 0.0 0.0
C -1.8319 1.1503 1.8883 0.0 0.0 0.0
H 2.8163 3.0429 -4.1505 0.1 0.0 0.1
C 1.5645 3.7743 1.8076 -0.1 0.0 0.0
H -5.9399 3.8990 -0.2128 0.0 0.0 0.0
C -5.5444 -1.2802 0.6290 -0.1 0.0 0.1
C -5.9664 -1.0830 1.9583 0.0 0.0 -0.1
C -4.4917 5.3758 1.5468 0.0 0.0 0.0
C 2.5325 -5.6119 -2.8285 0.0 0.0 0.0
H 0.4647 -3.1516 6.4832 0.1 -0.1 0.0
C 2.8562 5.2725 -2.4831 0.0 0.0 0.0
C -0.8795 0.7667 -2.1273 0.4 0.2 0.4
C -4.2751 3.9429 1.1340 0.0 0.0 0.0
C 2.3312 -4.6337 3.7354 0.0 0.0 0.0
H -5.4445 -0.5877 3.9918 0.0 0.0 0.0
H 2.9912 -5.2162 4.3817 0.0 0.0 0.0
H 2.8299 -3.7084 3.4515 -0.1 -0.1 0.0
H 4.6855 0.1375 -7.3578 0.0 0.0 0.0
C -1.8295 -2.1831 4.2491 0.0 0.0 0.0
C -8.0914 -2.1566 1.4654 0.0 0.0 0.0
O 4.9044 1.3642 -2.5948 0.1 -0.1 -0.2
Te -3.5722 -0.7641 -0.2225 0.0 0.1 0.2
H -4.3310 6.0569 0.7069 0.0 0.0 0.0
H 4.3977 1.9401 1.5854 0.0 0.0 0.0
N -0.7875 -3.0370 4.7922 0.1 -0.1 0.0
C 3.4517 3.8877 -2.2530 0.0 0.0 0.1
H -3.8030 5.6620 2.3436 0.0 0.0 0.0
H -4.0585 -0.7941 2.8984 0.0 0.0 0.0
H 0.5420 3.7731 1.4440 0.0 0.0 0.0
H 5.1976 3.7260 3.1133 0.0 0.0 0.0
C -3.5912 1.2154 -4.7513 0.0 0.0 0.0
C 4.0034 0.8336 -5.4099 0.0 0.0 0.0
C 2.4166 2.7411 1.4327 0.0 -0.1 0.0
N 2.7396 -1.2161 -0.2287 0.0 0.1 0.1
H 3.0864 -6.1512 -2.0683 0.0 0.0 0.0
H 0.5867 -3.6224 -5.4644 0.0 0.0 0.0
N -1.4519 0.2193 -1.1077 0.3 -0.1 -0.6
C -5.8961 1.4502 -1.2035 0.0 0.0 0.0
C 3.0590 0.4047 -4.2993 -0.2 0.0 0.0
H 1.3404 5.5861 2.9408 0.0 0.0 0.0
N 4.1463 6.6334 4.6967 0.0 0.0 0.0
C 2.0032 4.7830 2.6459 0.0 0.0 0.0
H 3.1087 -0.6715 -4.1169 0.1 0.0 0.0
H -5.5109 5.5364 1.9072 0.0 0.0 0.0
H -6.3673 2.2584 -1.7673 0.0 0.0 0.0
C 3.7753 5.7976 3.9989 0.0 0.0 0.0
H 4.2754 -1.1560 -6.2242 0.0 0.0 0.0
S 3.4168 1.1786 -2.6980 0.1 0.2 0.1
C 3.7299 2.7369 1.8951 0.1 0.0 0.0
C 3.6537 -1.0903 3.8462 -0.1 0.1 0.0
H -2.6577 -2.1601 4.9618 0.0 0.0 0.0
H 2.6933 1.2252 -0.0749 0.0 0.0 0.0
H 3.7253 1.8266 -5.7762 0.0 0.0 0.0
H -6.1137 -2.0829 -1.2731 0.0 0.0 0.1
C 2.7415 2.8299 -3.0797 -0.1 0.0 0.0
```
Forces are in eV/Å.

Values from the calculation:
* HOMO-LUMO gap (alpha / beta): 4.039 / 5.807 eV
* charge: -2
* electronic energy: -5518.1749 hartree
* lowest unoccupied orbital energy (alpha / beta): 3.48 / 3.48 eV
* spin multiplicity: 2
* E_HOMO (alpha / beta): -0.558 / -2.327 eV
* relative energy (zero: lowest compared OMol25 entry of this formula, charge and spin): 1.6 kJ/mol



No. 2
A 5-piece molecular cluster, C2H13NO4 overall at a distorted geometry, computed with ωB97M-V/def2-TZVPD.

The geometry in XYZ format:
```
20
Properties=species:S:1:pos:R:3:forces:R:3
H -1.4940 -2.1371 0.0330 -1.6 0.1 -0.1
H -1.6733 -0.2344 0.1614 0.8 -0.1 0.5
O 1.9109 1.5600 1.3910 -0.1 -0.7 -0.8
H -1.0841 -1.8832 -2.3189 0.6 -0.7 0.6
H 0.4960 -0.7654 -3.0264 0.3 0.5 0.0
H -0.1343 -2.4643 1.6633 0.2 0.3 -0.1
H 0.5945 0.4769 -1.8954 -0.2 0.0 0.3
C -1.3964 -1.1372 -0.3695 0.6 0.5 -1.3
O 0.6001 2.6672 -1.2026 0.3 -0.2 0.0
O -0.4909 -3.3444 1.7777 0.1 -0.6 0.0
O -0.8300 1.5525 2.3402 0.2 0.6 0.3
H 1.1342 3.4234 -1.4642 0.0 0.0 0.0
H 2.1028 0.6282 1.2122 0.3 -0.1 0.7
H -1.1101 0.8372 1.7759 0.1 -0.4 -0.2
C -0.7772 -1.1293 -1.5894 0.5 -0.6 0.9
H 1.5450 1.7451 0.5119 -0.1 0.8 0.0
N 0.3714 -0.4982 -2.0591 -1.1 0.4 -0.9
H 0.1866 -3.9550 1.4517 -0.2 0.3 0.1
H 0.1366 1.6269 2.2499 -0.3 -0.2 -0.1
H -0.0877 3.0312 -0.6426 -0.3 0.1 0.2
```
Forces are in eV/Å.

Values from the calculation:
* HOMO-LUMO gap: 8.161 eV
* electronic energy: -439.6414 hartree
* lowest unoccupied orbital energy: 0.24 eV
* E_HOMO: -7.926 eV
* SMILES: C=CN.O.O.O.O
* relative energy (zero: lowest compared OMol25 entry of this formula, charge and spin): 213.6 kJ/mol



No. 3
One molecule with the formula C2H5N at a distorted geometry, computed with ωB97M-V/def2-TZVPD.

The geometry in XYZ format:
```
8
Properties=species:S:1:pos:R:3:forces:R:3
H 1.4201 -0.7602 -0.7907 -1.0 -0.1 0.2
C 0.7034 -0.5024 0.0086 -0.2 0.7 0.9
H 1.0657 -0.7746 1.0214 -0.1 0.2 -0.8
H -1.5724 -0.6536 -0.8220 2.1 1.2 0.7
H -0.0165 1.3448 0.7941 1.0 -0.5 -1.5
H -1.3469 -0.5791 0.9531 1.4 1.2 -1.3
N 0.1462 0.8745 -0.1455 -1.9 -0.4 2.0
C -0.7990 -0.2807 -0.0315 -1.2 -2.2 -0.2
```
Forces are in eV/Å.

Values from the calculation:
* HOMO-LUMO gap: 11.230 eV
* electronic energy: -133.8818 hartree
* lowest unoccupied orbital energy: 1.24 eV
* E_HOMO: -9.986 eV
* SMILES: C1CN1
* relative energy (zero: lowest compared OMol25 entry of this formula, charge and spin): 135.6 kJ/mol



Question: The highest relative energy (zero: lowest compared OMol25 entry of this formula, charge and spin) belongs to which entry?
Answer: C2H13NO4



Question: Look up the relative energy (zero: lowest compared OMol25 entry of this formula, charge and spin) of the first one.
Answer: 1.6 kJ/mol